(1)
This record from the Open Molecules 2025 dataset describes a 2-piece molecular cluster, C5H13NO overall. The level of theory is ωB97M-V/def2-TZVPD.

Gap between HOMO and LUMO, eV: 9.52
Highest occupied orbital energy, eV: -8.7
LUMO energy, eV: 0.860
Structure (SMILES): C=C(C)CCN.O
Energy above the lowest of the compared OMol25 structures with the same formula, charge and spin, kJ/mol: 291.19
Net charge: 0

Last column: Löwdin charge in e.
Cartesian coordinates (Å):
C -1.754 -1.383 0.429  0.0196
C -0.638 -1.336 1.211  -0.4142
C -0.527 -1.762 2.652  -0.0579
C 0.589 -0.813 0.480  -0.2162
C 1.143 0.390 1.131  -0.3666
N 0.152 1.388 1.223  0.0002
H -2.517 -2.130 0.637  0.0499
H -1.925 -0.578 -0.362  0.0855
H -0.019 -2.781 2.616  0.1019
H -1.602 -1.842 2.821  0.0681
H 0.021 -0.967 3.262  0.0984
H 0.460 -0.455 -0.523  0.0972
H 1.394 -1.694 0.550  0.1618
H 1.586 0.272 2.202  0.1278
H 2.075 0.749 0.594  0.1233
H -0.144 1.652 0.333  0.0447
H -0.680 1.338 1.782  0.0765
O 0.660 2.535 -5.772  -0.0668
H 1.150 2.621 -6.565  0.0007
H 0.979 3.241 -5.143  0.0660

=====

(2)
This record from the Open Molecules 2025 dataset describes a 3-piece molecular cluster, C9H11BrNO3 overall. The level of theory is ωB97M-V/def2-TZVPD.

Gap between HOMO and LUMO, eV: 4.63
Highest occupied orbital energy, eV: -3.9
LUMO energy, eV: 0.727
Net charge: -1

Last column: Löwdin charge in e.
Cartesian coordinates (Å):
C -4.159 0.188 -2.248  0.0086
C -2.895 0.316 -1.948  -0.1017
C -2.364 0.083 -0.517  -0.4079
C 3.902 1.248 1.670  -0.5871
C 1.210 -1.157 0.006  -0.1271
C 1.220 -0.374 -1.322  -0.3151
C -0.163 -0.754 0.605  -0.3190
C -0.990 -0.158 -0.416  -0.0418
C 0.103 0.335 1.645  -0.0060
N -0.046 0.018 -1.786  0.1406
O 3.852 0.142 1.314  0.1022
O -3.057 0.091 0.476  0.1092
O 4.035 2.352 1.954  0.1426
Br 3.802 0.501 4.660  -0.6218
H -4.521 0.227 -3.346  0.0933
H -4.908 0.175 -1.586  0.0124
H -2.070 0.407 -2.768  0.1154
H 1.303 -2.288 -0.240  0.1338
H 2.078 -0.925 0.625  0.0728
H 1.855 0.450 -1.281  0.0818
H 1.805 -1.070 -2.145  0.1607
H -0.650 -1.594 1.051  0.1393
H -0.310 0.162 2.596  0.0785
H -0.204 1.250 1.227  0.0758
H 1.171 0.376 1.773  0.0605

=====

(3)
This record from the Open Molecules 2025 dataset describes C5H12O3Ru as an isolated structure. The level of theory is ωB97M-V/def2-TZVPD.

Gap between HOMO and LUMO (spin up / spin down), eV: 10.16 / 7.96
Highest occupied orbital energy (spin up / spin down), eV: -13.0 / -14.5
LUMO energy (spin up / spin down), eV: -2.792 / -6.557
Energy above the lowest of the compared OMol25 structures with the same formula, charge and spin, kJ/mol: 0.00
2S+1: 6
Net charge: +1

Last column: Löwdin spin population.
Cartesian coordinates (Å):
O -1.332 2.086 0.531  0.4831
C -2.340 1.153 0.683  0.0562
C -1.875 -0.282 0.467  0.0094
O -1.326 -0.359 -0.842  0.0831
C -0.274 -1.209 -1.224  0.0086
C 0.936 -1.239 -0.315  0.0128
O 1.416 0.088 -0.128  0.1798
C 2.631 0.175 0.602  0.0259
H -3.163 1.350 -0.038  0.0115
H -2.777 1.191 1.702  0.0099
H -2.718 -0.988 0.517  0.0008
H -1.129 -0.544 1.235  0.0003
H 0.033 -0.831 -2.211  0.0039
H -0.671 -2.229 -1.318  0.0008
H 1.730 -1.837 -0.788  0.0024
H 0.699 -1.669 0.671  0.0015
H 2.792 1.234 0.835  0.0100
H 2.559 -0.411 1.529  0.0017
H 3.458 -0.200 -0.017  0.0025
H 1.159 2.828 -1.375  0.2128
Ru 0.191 1.694 -0.516  3.8830

=====

(4)
This record from the Open Molecules 2025 dataset describes a 3-piece molecular cluster, C3H12N2O2 overall. The level of theory is ωB97M-V/def2-TZVPD.

Gap between HOMO and LUMO, eV: 9.55
Highest occupied orbital energy, eV: -9.1
LUMO energy, eV: 0.459
Structure (SMILES): C=O.CCN.NO
Energy above the lowest of the compared OMol25 structures with the same formula, charge and spin, kJ/mol: 399.59
Net charge: 0

Last column: Löwdin charge in e.
Cartesian coordinates (Å):
C -1.176 -1.376 -0.048  -0.1243
O -0.650 -2.074 0.809  -0.0238
H -2.174 -0.942 0.104  0.0942
H -0.770 -1.310 -1.066  0.0927
C -0.814 1.663 -0.746  -0.1099
C 0.036 1.068 0.378  -0.3894
N -0.509 1.160 1.719  -0.0044
H -0.318 1.546 -1.710  0.0695
H -0.974 2.729 -0.578  0.0675
H -1.802 1.208 -0.793  0.0507
H 0.977 1.636 0.395  0.1075
H 0.620 0.051 0.260  0.0776
H -0.731 2.117 1.959  0.0615
H -1.357 0.605 1.816  0.0530
N 1.903 -1.621 -1.040  -0.0195
O 1.824 -1.302 0.364  -0.2137
H 2.440 -2.487 -1.099  0.0739
H 2.492 -0.886 -1.427  0.0758
H 0.981 -1.787 0.702  0.0613

=====

(5)
This record from the Open Molecules 2025 dataset describes C57H62FN7O4RhTe as an isolated structure. The level of theory is ωB97M-V/def2-TZVPD.

Gap between HOMO and LUMO (spin up / spin down), eV: 3.42 / 5.82
Highest occupied orbital energy (spin up / spin down), eV: -8.2 / -11.6
LUMO energy (spin up / spin down), eV: -4.778 / -5.816
Energy above the lowest of the compared OMol25 structures with the same formula, charge and spin, kJ/mol: 180.25
2S+1: 6
Net charge: +2

Last column: Löwdin spin population.
Cartesian coordinates (Å):
Rh 0.797 -1.173 0.758  1.5299
C 0.082 -4.170 3.705  0.0991
C 0.415 -5.378 3.074  0.0941
C 0.749 -5.356 1.742  0.0390
C 0.774 -4.139 1.034  0.1476
N 0.434 -2.977 1.667  0.1809
C 0.100 -3.011 2.960  0.0540
C 1.210 -4.046 -0.335  0.1081
C 1.314 -5.157 -1.195  0.0556
C 1.807 -4.997 -2.466  0.0445
C 2.227 -3.725 -2.878  0.1029
C 2.080 -2.675 -1.995  0.0214
N 1.563 -2.815 -0.783  0.2496
H -0.169 -4.141 4.752  0.0051
H 0.424 -6.302 3.630  0.0043
H 1.043 -6.267 1.249  0.0007
H -0.161 -2.065 3.423  0.0070
H 0.986 -6.123 -0.851  0.0031
H 1.889 -5.841 -3.132  0.0008
H 2.634 -3.570 -3.862  0.0076
H 2.408 -1.678 -2.262  0.0000
F 1.084 4.923 -2.545  0.0002
C 2.045 3.977 -2.403  0.0003
C 1.817 2.952 -1.516  -0.0003
C 2.797 1.968 -1.312  0.0004
C 2.530 0.854 -0.436  0.0001
O 1.347 0.680 0.022  0.0042
C 3.652 0.015 -0.145  0.0015
C 4.838 0.217 -0.789  0.0022
N 5.030 1.161 -1.738  0.0020
C 6.317 1.253 -2.368  0.0001
C 7.004 -0.007 -2.798  0.0000
C 6.461 0.934 -3.830  0.0001
C 4.033 2.084 -1.991  -0.0002
C 4.210 3.110 -2.911  0.0004
C 3.219 4.068 -3.149  -0.0003
N 3.465 5.041 -4.138  -0.0001
C 2.358 5.677 -4.810  0.0000
C 2.835 6.127 -6.189  0.0000
N 3.974 7.067 -6.023  0.0000
C 5.087 6.425 -5.276  0.0000
C 4.557 5.961 -3.921  0.0000
C 3.656 -1.060 0.926  0.0072
O 4.691 -1.647 1.168  0.0139
O 2.554 -1.254 1.566  0.0834
H 0.897 2.907 -0.956  0.0000
H 5.678 -0.416 -0.541  0.0002
H 6.932 2.048 -1.958  0.0001
H 6.487 -0.943 -2.659  0.0001
H 8.072 -0.074 -2.664  0.0000
H 5.577 0.629 -4.371  0.0000
H 7.152 1.529 -4.407  0.0000
H 5.123 3.167 -3.475  0.0000
H 1.962 6.541 -4.254  0.0000
H 1.547 4.961 -4.934  0.0000
H 2.028 6.622 -6.729  0.0000
H 3.180 5.267 -6.763  0.0000
H 3.649 7.879 -5.483  0.0000
H 4.302 7.401 -6.935  0.0000
H 5.908 7.134 -5.154  0.0000
H 5.434 5.565 -5.851  0.0000
H 4.240 6.838 -3.331  0.0000
H 5.354 5.463 -3.371  0.0000
C -6.786 -1.427 6.747  0.0007
C -5.794 -1.382 5.628  0.0023
C -5.238 -2.548 5.119  0.0095
C -4.323 -2.525 4.074  0.0307
C -3.734 -3.807 3.571  0.0219
C -3.987 -1.297 3.515  0.1877
Te -2.624 -1.245 1.765  0.6537
N -0.918 -1.002 0.057  0.5951
C -1.569 -0.061 -0.580  0.1003
O -2.714 0.288 -0.192  0.2277
C -1.019 0.625 -1.778  0.0290
C -1.579 1.841 -2.167  0.0069
C -1.138 2.466 -3.317  0.0020
C -0.125 1.900 -4.074  0.0022
C 0.461 0.711 -3.671  0.0004
C -0.002 0.064 -2.542  0.0041
C -4.003 -2.267 0.491  0.0143
C -5.245 -1.687 0.228  0.0076
C -5.632 -0.378 0.830  0.0084
C -6.124 -2.341 -0.624  -0.0002
C -5.808 -3.556 -1.214  0.0048
C -6.780 -4.279 -2.092  0.0009
C -4.556 -4.098 -0.955  -0.0011
C -3.646 -3.471 -0.118  0.0052
C -2.302 -4.092 0.091  0.0176
C -4.495 -0.106 4.027  0.0210
C -4.131 1.231 3.460  0.0244
C -5.401 -0.169 5.079  0.0063
H -6.754 -2.386 7.260  0.0000
H -7.793 -1.286 6.353  0.0002
H -6.594 -0.632 7.465  0.0001
H -5.519 -3.504 5.541  0.0018
H -3.910 -4.612 4.282  0.0015
H -2.657 -3.699 3.422  0.0119
H -4.191 -4.084 2.620  0.0008
H -2.372 2.276 -1.578  0.0005
H -1.594 3.391 -3.638  0.0003
H 0.200 2.378 -4.986  0.0001
H 1.260 0.269 -4.251  0.0001
H 0.396 -0.895 -2.249  -0.0001
H -4.831 0.345 0.675  0.0037
H -5.805 -0.494 1.899  0.0011
H -6.548 -0.001 0.380  0.0007
H -7.080 -1.883 -0.827  0.0002
H -7.733 -3.758 -2.145  0.0000
H -6.954 -5.284 -1.707  0.0002
H -6.383 -4.380 -3.102  0.0003
H -4.274 -5.033 -1.415  0.0000
H -2.351 -5.169 -0.054  0.0013
H -1.937 -3.881 1.097  0.0116
H -1.593 -3.678 -0.628  0.0013
H -3.286 1.136 2.771  0.0172
H -3.873 1.922 4.258  0.0005
H -4.972 1.658 2.915  0.0004
H -5.817 0.750 5.464  0.0010
C 2.564 1.564 4.329  0.0028
C 1.034 1.620 4.445  0.0034
C 0.544 3.073 4.347  0.0004
C 0.559 0.979 5.759  0.0007
C 0.436 0.845 3.386  0.0296
N -0.094 0.183 2.604  0.0515
H 3.011 2.142 5.135  0.0005
H 2.893 1.981 3.380  0.0000
H 2.923 0.540 4.398  0.0001
H 0.973 3.651 5.163  0.0000
H -0.540 3.125 4.421  0.0000
H 0.852 3.523 3.405  0.0000
H 0.906 1.573 6.601  0.0001
H 0.954 -0.029 5.859  0.0001
H -0.529 0.933 5.790  0.0001

=====

(6)
This record from the Open Molecules 2025 dataset describes a 2-piece molecular cluster, C4H6O2 overall. The level of theory is ωB97M-V/def2-TZVPD.

Gap between HOMO and LUMO, eV: 8.99
Highest occupied orbital energy, eV: -8.4
LUMO energy, eV: 0.543
Structure (SMILES): OC1=CO1.C=C
Energy above the lowest of the compared OMol25 structures with the same formula, charge and spin, kJ/mol: 524.95
Net charge: 0

Last column: Löwdin charge in e.
Cartesian coordinates (Å):
O 0.522 1.984 -0.716  0.1342
C 1.445 1.054 -0.527  -0.5718
C 1.701 -0.074 0.044  0.1786
O 2.677 0.904 -0.976  0.0239
H 0.491 2.289 -1.637  0.1418
H 2.003 -0.787 0.781  0.0866
C -1.280 -1.415 0.140  -0.0808
C -1.667 -0.376 0.870  -0.0708
H -1.659 -2.417 0.325  0.0461
H -0.559 -1.304 -0.665  0.0316
H -2.383 -0.486 1.680  0.0458
H -1.291 0.627 0.681  0.0347

=====

- Which formula does entry 5 have?
  C57H62FN7O4RhTe

=====

- Which value of net charge does entry 1 give?
  0

=====

- net charge of number 4 (C3H12N2O2)?
  0